Density functional theory data (ωB97M-V/def2-TZVPD) for C2H4FP in the gas phase.

Summary:
total charge	0
LUMO level	0.707	eV
multiplicity	1
relative energy (zero: lowest compared OMol25 entry of this formula, charge and spin)	226.7	kJ/mol

Atoms and positions in Å:
F: 2.47 -0.28 -0.20
C: 1.35 0.20 0.32
C: 0.20 -0.48 0.08
P: -1.97 -0.46 0.06
H: 1.46 1.13 0.81
H: 0.44 -1.24 -0.66
H: -1.95 0.94 0.65
H: -2.00 0.19 -1.07